# 1
The following is a DFT calculation (ωB97M-V with the def2-TZVPD basis set) of a cluster of 11 separate species, C5H32NO12 in total.

Its expectation value of S² is 0.757. The total charge is 0. The orbital gap (spin up / spin down) comes out at 9.90 / 5.88 eV. As for the spin multiplicity: 2. The electronic energy comes out at -31758.7691 eV. The highest occupied orbital energy (spin up / spin down) comes out at -0.376 / -0.371 Eh.

XYZ file:
```
50
Properties=species:S:1:pos:R:3:nbo_charge:R:1
C 1.69 1.73 2.45 -0.244
N 1.31 0.63 1.55 -0.623
C 0.59 -0.44 2.24 -0.103
C 0.86 -1.85 1.56 -0.088
O 0.20 -2.08 0.45 -0.454
C -0.94 -0.16 2.32 -0.109
O -1.40 -0.15 0.96 -0.814
C 0.75 2.88 2.49 -0.650
H 2.65 2.20 2.06 0.207
H 1.87 1.50 3.51 0.202
H 0.79 0.94 0.75 0.376
H 0.95 -0.42 3.30 0.224
H 1.76 -2.39 1.78 0.216
H 0.35 -2.51 2.45 0.311
H -0.90 -0.89 0.47 0.493
H -1.56 -1.00 2.71 0.183
H -1.30 0.94 2.78 0.231
H 0.58 3.36 1.47 0.224
H 0.98 3.69 3.26 0.238
H -0.37 2.54 2.39 0.208
H 1.44 -3.25 -2.06 0.472
H 1.16 -2.24 -0.91 0.482
O 1.50 -2.28 -1.88 -0.951
H -1.65 1.81 0.01 0.484
H -1.65 1.49 -1.48 0.450
O -1.70 2.20 -0.85 -0.939
H -0.35 -2.16 -2.16 0.482
H -1.05 -3.28 -2.72 0.466
O -1.25 -2.38 -2.48 -0.967
H -3.17 1.06 0.83 0.475
H -4.36 1.98 0.73 0.479
O -3.46 1.99 1.10 -0.958
H 0.86 0.65 -2.49 0.477
H 1.43 0.34 -1.16 0.443
O 1.72 0.59 -2.03 -0.929
H 3.18 -3.08 -1.34 0.475
H 3.73 -3.86 -0.17 0.452
O 3.93 -3.65 -1.08 -0.941
H 5.01 0.36 -1.14 0.474
H 4.29 -0.20 0.12 0.466
O 5.21 -0.08 -0.32 -0.939
H -3.47 -0.82 0.32 0.492
H -2.66 -1.13 -1.02 0.507
O -3.26 -0.53 -0.58 -0.971
H -4.34 0.27 -1.73 0.497
H -4.12 1.36 -2.86 0.461
O -4.78 0.91 -2.35 -0.980
H -1.10 1.41 -3.86 0.491
H 0.25 2.29 -3.36 0.501
O -0.19 1.71 -3.98 -0.981
```

***

# 2
The following is a DFT calculation (ωB97M-V with the def2-TZVPD basis set) of the ion C3H10N3O with charge +1.

The total charge is +1. The orbital gap comes out at 10.21 eV. The structure (SMILES) is COC/[N+](C)=N\N. The electronic energy comes out at -9781.3043 eV. The highest occupied orbital energy comes out at -0.547 Eh.

XYZ file:
```
17
Properties=species:S:1:pos:R:3:nbo_charge:R:1
C 1.68 -1.25 0.53 -0.426
C -2.27 -0.07 0.51 -0.244
C -0.22 -0.43 -0.73 0.061
N 1.49 1.15 0.11 0.176
N 0.81 2.07 -0.42 -0.461
N 0.95 -0.08 0.05 -0.148
O -1.34 0.24 -0.45 -0.536
H 1.15 -1.57 1.48 0.246
H 2.63 -0.84 0.83 0.244
H 1.79 -1.92 -0.33 0.237
H -2.75 0.88 0.74 0.218
H -1.85 -0.55 1.35 0.177
H -2.92 -0.81 0.07 0.195
H -0.41 -1.48 -0.68 0.210
H 0.17 -0.29 -1.68 0.200
H -0.03 1.88 -0.90 0.408
H 1.13 3.07 -0.48 0.444
```

***

# 3
The following is a DFT calculation (ωB97M-V with the def2-TZVPD basis set) of a cluster of 5 separate species, H9O4S in total.

The total charge is -1. The orbital gap comes out at 7.67 eV. The electronic energy comes out at -19173.0604 eV. The highest occupied orbital energy comes out at -0.143 Eh.

XYZ file:
```
14
Properties=species:S:1:pos:R:3:nbo_charge:R:1
S 0.15 0.35 -2.22 -1.010
H -1.13 0.46 -2.69 0.120
H 2.47 -0.88 -1.53 0.503
H 2.39 -2.09 -0.67 0.466
O 3.04 -1.40 -0.88 -0.968
H -0.69 0.01 -0.43 0.489
H -0.77 1.13 0.57 0.477
O -0.89 0.12 0.51 -1.022
H 0.80 0.22 1.08 0.489
H 2.20 -0.14 0.85 0.472
O 1.75 0.41 1.48 -1.003
H -3.09 1.17 1.84 0.454
H -2.78 0.00 0.93 0.501
O -3.44 0.64 1.17 -0.967
```

***

# 4
The following is a DFT calculation (ωB97M-V with the def2-TZVPD basis set) of a cluster of 2 separate species, C5H14NO in total.

The total charge is +1. The orbital gap comes out at 9.97 eV. The electronic energy comes out at -8941.8496 eV. The highest occupied orbital energy comes out at -0.545 Eh.

XYZ file:
```
21
Properties=species:S:1:pos:R:3:nbo_charge:R:1
C 2.50 -0.58 0.00 -0.632
C 1.32 -1.28 -0.70 -0.418
C 0.13 -0.37 -1.01 -0.435
C -0.08 0.81 -0.04 -0.224
C -0.88 -0.90 1.67 0.112
N -0.51 0.26 1.30 -0.375
H 3.40 -1.10 -0.34 0.241
H 2.52 -0.62 1.09 0.206
H 2.63 0.42 -0.41 0.212
H 0.96 -2.16 -0.16 0.202
H 1.79 -1.61 -1.63 0.241
H -0.82 -0.90 -0.89 0.204
H 0.04 -0.12 -2.06 0.262
H -0.76 1.61 -0.37 0.280
H 0.81 1.31 0.34 0.229
H -0.90 -1.21 2.71 0.232
H -1.26 -1.68 1.02 0.227
H -0.25 0.85 2.10 0.434
H -3.61 1.89 -1.42 0.470
H -3.88 2.77 -0.29 0.475
O -3.16 2.59 -0.91 -0.942
```

***

# 5
The following is a DFT calculation (ωB97M-V with the def2-TZVPD basis set) of a structure of composition C35H34F7GaN8O4PS.

The total charge is -1. The orbital gap comes out at 7.45 eV. The electronic energy comes out at -148468.7745 eV. The highest occupied orbital energy comes out at -0.206 Eh.

XYZ file:
```
91
Properties=species:S:1:pos:R:3:lowdin_charge:R:1
C -10.45 0.58 0.81 -0.065
C -9.31 0.79 -0.02 -0.180
Ga -7.53 1.40 -0.95 0.257
O -6.98 3.09 -0.16 -0.257
N -8.05 3.46 0.62 -0.113
O -7.50 3.93 1.63 -0.048
P -7.86 1.86 -3.24 0.524
N -8.22 3.44 -3.45 -0.421
S -5.78 -0.13 -0.59 0.742
O -4.54 0.50 -1.27 -0.444
O -5.61 -0.17 0.97 -0.425
C -6.25 -1.83 -1.28 -0.287
F -7.42 -2.28 -0.44 -0.019
F -6.78 -1.69 -2.66 -0.001
C -5.10 -2.97 -1.08 -0.114
F -4.49 -2.87 0.27 0.047
F -5.82 -4.30 -1.09 0.014
C -3.98 -3.05 -2.28 -0.121
F -3.08 -4.21 -1.93 0.008
F -3.09 -1.86 -2.38 0.053
F -4.60 -3.43 -3.60 0.035
H -11.11 0.29 1.76 0.032
H -6.60 1.62 -3.91 -0.046
H -8.87 0.97 -3.78 -0.047
H -8.25 3.87 -2.49 -0.074
N -0.84 1.37 -0.13 0.057
C -2.07 1.07 0.34 -0.134
C -2.36 0.88 1.68 -0.056
C -1.32 1.01 2.60 -0.087
C -0.04 1.31 2.14 -0.084
C 0.14 1.48 0.78 -0.154
H -2.85 0.98 -0.42 0.063
H -3.37 0.65 2.01 0.091
H -1.51 0.87 3.66 0.081
H 0.79 1.41 2.83 0.071
H 1.12 1.72 0.37 0.058
N 0.48 3.13 6.54 0.068
C 0.58 3.01 7.89 -0.157
C 0.27 1.86 8.59 -0.089
C -0.16 0.75 7.87 -0.089
C -0.27 0.83 6.49 -0.080
C 0.06 2.03 5.87 -0.152
H 0.92 3.91 8.40 0.098
H 0.37 1.82 9.67 0.096
H -0.41 -0.17 8.38 0.102
H -0.61 -0.01 5.90 0.102
H -0.01 2.15 4.80 0.078
N 3.08 2.27 -0.45 0.044
C 3.35 1.69 -1.65 -0.127
C 4.13 2.28 -2.62 -0.069
C 4.68 3.53 -2.37 -0.084
C 4.42 4.15 -1.15 -0.082
C 3.62 3.48 -0.23 -0.149
H 2.90 0.72 -1.80 0.085
H 4.32 1.77 -3.56 0.101
H 5.30 4.02 -3.11 0.102
H 4.83 5.13 -0.92 0.098
H 3.40 3.92 0.74 0.103
N 2.31 -1.78 -2.65 0.056
C 3.15 -2.83 -2.56 -0.165
C 2.77 -4.09 -2.14 -0.083
C 1.44 -4.29 -1.78 -0.076
C 0.55 -3.23 -1.85 -0.060
C 1.02 -2.00 -2.29 -0.129
H 4.18 -2.62 -2.85 0.084
H 3.49 -4.90 -2.10 0.097
H 1.11 -5.27 -1.44 0.105
H -0.49 -3.35 -1.57 0.092
H 0.37 -1.14 -2.37 0.108
N 3.26 1.42 4.32 0.068
C 4.16 1.26 3.33 -0.137
C 5.25 0.40 3.39 -0.075
C 5.43 -0.34 4.55 -0.087
C 4.52 -0.20 5.60 -0.080
C 3.46 0.68 5.44 -0.143
H 3.98 1.87 2.44 0.088
H 5.94 0.32 2.56 0.101
H 6.27 -1.02 4.64 0.101
H 4.63 -0.77 6.52 0.098
H 2.73 0.82 6.22 0.089
N 5.42 -1.27 -6.78 0.056
C 5.11 -2.07 -5.74 -0.145
C 5.50 -3.40 -5.64 -0.077
C 6.24 -3.94 -6.68 -0.084
C 6.57 -3.15 -7.78 -0.085
C 6.14 -1.83 -7.78 -0.156
H 4.53 -1.60 -4.95 0.089
H 5.23 -3.99 -4.78 0.091
H 6.56 -4.98 -6.64 0.103
H 7.15 -3.54 -8.60 0.098
H 6.38 -1.17 -8.61 0.099
```

***

# 6
The following is a DFT calculation (ωB97M-V with the def2-TZVPD basis set) of a cluster of 2 separate species, C3H8N2 in total.

The total charge is 0. The orbital gap comes out at 9.86 eV. The structure (SMILES) is [H]/N=C/N.C=C. The electronic energy comes out at -6218.4785 eV. The highest occupied orbital energy comes out at -0.325 Eh.

XYZ file:
```
13
Properties=species:S:1:pos:R:3:nbo_charge:R:1
C -2.94 0.55 -0.04 -0.366
C -1.61 0.58 -0.05 -0.409
H -3.46 0.36 0.88 0.197
H -3.50 0.66 -0.97 0.195
H -1.13 0.88 0.89 0.190
H -0.98 0.78 -0.91 0.190
N 1.78 -1.36 0.75 -0.855
C 1.74 -0.48 -0.31 0.288
N 2.76 0.26 -0.59 -0.745
H 2.74 -1.49 1.05 0.393
H 1.08 -1.34 1.46 0.400
H 1.05 -0.54 -1.16 0.165
H 2.46 1.14 -0.99 0.356
```

***

# 7
The following is a DFT calculation (ωB97M-V with the def2-TZVPD basis set) of the ion C2H3IN with charge +1.

The total charge is +1. The orbital gap comes out at 8.79 eV. The structure (SMILES) is C=[N+]=CI. The electronic energy comes out at -11703.8244 eV. The highest occupied orbital energy comes out at -0.545 Eh.

XYZ file:
```
7
Properties=species:S:1:pos:R:3:nbo_charge:R:1
C -1.11 -0.43 -0.71 0.065
C 0.69 0.53 0.67 0.070
N -0.16 0.02 -0.03 -0.264
I 2.76 -0.13 0.62 0.335
H -1.04 0.08 -1.64 0.262
H -1.54 -1.33 -0.27 0.273
H 0.40 1.26 1.36 0.258
```

***

# 8
The following is a DFT calculation (ωB97M-V with the def2-TZVPD basis set) of an isolated molecule of C4H7Cl.

The total charge is 0. The orbital gap comes out at 10.48 eV. The structure (SMILES) is C/C=C\CCl. The electronic energy comes out at -16782.5258 eV. The highest occupied orbital energy comes out at -0.347 Eh.

XYZ file:
```
12
Properties=species:S:1:pos:R:3:nbo_charge:R:1
C -1.63 -0.42 -0.08 -0.654
C -0.67 0.79 0.00 -0.169
C 0.66 0.78 -0.02 -0.200
C 1.55 -0.44 0.08 -0.466
H -1.23 -1.41 0.02 0.213
H -2.27 -0.44 -0.89 0.221
H -2.37 -0.28 0.77 0.215
H -1.08 1.70 0.08 0.194
H 1.27 1.66 -0.02 0.208
H 1.14 -1.05 0.99 0.234
H 1.44 -0.96 -0.89 0.226
Cl 3.19 0.07 -0.04 -0.023
```

***

The calculation returns the following energy relative to the best compared isomer or geometry (same formula, charge and spin) values, one per record and in order: 95.37 115.20 24.21 49.77 83.88 77.67 12.73 19.50 kcal/mol.